1.
{"formula": "C3H10NOS2", "method": "ωB97M-V with the def2-TZVPD basis set", "homo_lumo_gap_ev": 9.4, "lumo_ev": -3.4755, "smiles": "[NH3+][C@H](CO)CSS", "relative_energy_kcal_mol": 35.1, "energy_ha": -1046.369990, "total_charge": 1, "species": ["N", "C", "C", "O", "C", "S", "S", "H", "H", "H", "H", "H", "H", "H", "H", "H", "H"], "coordinates": [[-0.28602, -1.05109, 0.75269], [0.39940, 0.13986, 0.23321], [0.55007, 1.13031, 1.39793], [1.22651, 0.45798, 2.37147], [-0.32154, 0.60176, -1.11236], [0.07907, -0.30565, -2.66254], [-1.11924, -1.88371, -2.92044], [-0.02270, -1.81579, -0.05881], [-1.30596, -0.79382, 0.78263], [-0.01281, -1.24853, 1.75498], [1.46949, -0.26664, 0.09429], [-0.37029, 1.60593, 1.73375], [1.20941, 1.86078, 1.01467], [1.93613, 0.97568, 2.69150], [-1.51996, 0.71640, -0.92231], [0.02095, 1.66325, -1.14259], [-1.93250, -1.78670, -4.00807]], "forces_ev_per_a": [[-0.8, -1.8, -1.3], [1.4, -0.2, -0.9], [-0.4, 0.4, -1.9], [-0.7, -2.0, 1.2], [-2.0, 1.0, 2.2], [0.9, 1.2, 0.2], [-0.6, -1.7, 0.6], [-1.4, 1.6, 3.1], [0.9, -1.0, -0.3], [0.2, -0.3, -1.4], [-1.5, 1.0, -0.4], [-0.3, -0.1, 0.1], [0.3, 1.4, -0.6], [1.1, 0.7, 0.7], [2.8, -0.5, -0.5], [-0.2, -0.7, -0.9], [0.2, 1.1, 0.2]], "lowdin_charge": [0.167, -0.375, -0.245, -0.010, -0.492, 0.430, 0.298, 0.228, 0.179, 0.183, 0.180, 0.144, 0.126, 0.102, 0.147, 0.088, -0.150]}


2.
{"formula": "C9H14O", "method": "ωB97M-V with the def2-TZVPD basis set", "homo_lumo_gap_ev": 9.3, "lumo_ev": 0.8507, "smiles": "Cc1ccc(O)cc1.CC", "relative_energy_kcal_mol": 4.2, "energy_ha": -426.566129, "total_charge": 0, "species": ["C", "C", "C", "C", "C", "C", "C", "O", "H", "H", "H", "H", "H", "H", "H", "H", "C", "C", "H", "H", "H", "H", "H", "H"], "coordinates": [[1.83237, 0.39059, 3.41271], [1.27731, -0.17450, -0.31059], [0.70298, 1.03889, -0.66987], [1.70424, -0.33832, 0.99751], [1.46582, 0.60969, 1.96876], [0.42790, 1.97734, 0.30332], [0.85574, 1.81024, 1.60735], [0.38207, 1.23939, -1.98486], [1.48095, -0.91977, -1.07583], [2.17621, -1.26420, 1.28127], [-0.06722, 2.90893, 0.01928], [-0.14039, 2.06365, -2.07289], [0.89340, 0.28526, 3.96938], [2.36100, 1.22798, 3.85753], [0.63778, 2.56936, 2.35568], [2.38595, -0.52793, 3.59420], [-1.90693, -1.63960, -2.84612], [-2.65716, -1.57992, -1.51958], [-2.55794, -1.25888, -3.62521], [-0.99131, -1.06783, -2.76275], [-1.70435, -2.66723, -3.10814], [-3.58280, -2.15132, -1.48683], [-2.09687, -1.98512, -0.67292], [-2.87876, -0.54670, -1.23141]], "forces_ev_per_a": [[-0.7, -0.3, 0.2], [0.5, 0.4, -0.4], [-0.3, -0.6, -0.1], [-0.4, -0.4, -0.2], [0.4, 0.7, 0.6], [0.1, 1.1, 0.0], [-0.4, -0.6, -0.1], [-0.5, 0.6, -0.1], [-0.1, 0.1, 0.2], [0.1, -0.2, 0.0], [0.1, -0.2, 0.0], [0.5, -0.7, 0.1], [0.1, 0.0, 0.1], [0.2, 0.1, -0.1], [0.1, -0.1, -0.1], [0.2, 0.0, -0.2], [-0.7, -0.2, 0.6], [0.0, 0.1, 0.8], [0.1, 0.3, -0.3], [0.2, 0.1, -0.3], [0.3, -0.3, -0.1], [-0.2, 0.1, -0.4], [0.4, 0.0, -0.2], [-0.1, -0.1, -0.2]], "lowdin_charge": [-0.059, -0.012, -0.336, -0.051, -0.295, -0.036, -0.045, 0.030, 0.119, 0.109, 0.115, 0.116, 0.082, 0.074, 0.117, 0.072, -0.157, -0.179, 0.060, 0.043, 0.057, 0.056, 0.057, 0.060]}


3.
{"formula": "C15H12BrClNO4S", "method": "ωB97M-V with the def2-TZVPD basis set", "homo_lumo_gap_ev": 4.2, "lumo_ev": 1.4544, "relative_energy_kcal_mol": 23.9, "energy_ha": -4366.735296, "total_charge": -1, "species": ["Br", "C", "C", "C", "C", "C", "C", "N", "O", "O", "C", "C", "H", "H", "H", "H", "H", "H", "Cl", "C", "S", "C", "C", "C", "C", "C", "C", "O", "O", "H", "H", "H", "H", "H", "H"], "coordinates": [[5.49797, -0.15176, -4.13167], [3.63934, -0.25563, -3.78184], [3.03456, -1.51214, -3.60234], [1.67811, -1.57560, -3.29803], [0.89833, -0.40115, -3.19792], [-0.54321, -0.50192, -2.98422], [-1.42435, 0.42662, -3.54030], [-2.77177, 0.09993, -3.57669], [-3.68838, 0.86187, -3.97892], [-3.01258, -1.07182, -3.15142], [1.51685, 0.84314, -3.39701], [2.87955, 0.92306, -3.69048], [3.61738, -2.42540, -3.72953], [1.18265, -2.53759, -3.17590], [-0.87428, -1.50702, -2.70904], [-1.08656, 1.36204, -3.97810], [0.92011, 1.75265, -3.34202], [3.34274, 1.88782, -3.87615], [-1.04749, 0.10311, -0.76453], [-1.15521, 0.26580, 0.84800], [-0.05985, -0.46095, 1.93654], [-0.63303, 0.04937, 3.58490], [-0.01694, 1.11629, 4.24236], [-0.38250, 1.42957, 5.56141], [-1.37048, 0.68345, 6.21076], [-2.00688, -0.35916, 5.53663], [-1.63984, -0.67690, 4.22278], [-0.20131, -1.90135, 1.93545], [1.26144, 0.11825, 1.82159], [-1.87483, 0.98572, 1.21149], [0.76188, 1.69296, 3.74420], [0.12037, 2.25707, 6.07220], [-1.64758, 0.92360, 7.24236], [-2.78940, -0.94309, 6.02751], [-2.12483, -1.50086, 3.70793]], "forces_ev_per_a": [[-0.1, 0.0, 0.0], [-1.0, -0.1, 0.2], [0.2, 0.5, -0.1], [-0.3, 0.6, 0.0], [0.8, 0.4, 0.0], [-0.9, 0.2, -3.0], [2.8, -1.0, 0.4], [-3.0, -2.3, 0.8], [2.3, -0.9, 0.5], [-0.5, 2.2, -1.0], [0.4, -0.4, -0.1], [0.0, -0.5, 0.0], [-0.1, 0.3, 0.2], [0.2, 0.2, 0.1], [-0.2, 0.7, 0.0], [-0.5, -0.2, 0.2], [0.2, -0.2, 0.1], [0.0, -0.2, 0.1], [0.2, 0.3, -1.9], [-0.4, 0.1, 4.7], [-2.1, 1.6, -0.8], [-0.3, 0.2, -0.1], [-0.1, 0.0, 0.4], [0.0, -0.2, -0.3], [0.1, 0.1, -0.1], [0.1, 0.0, -0.3], [0.0, 0.2, 0.3], [0.8, -0.8, 0.1], [1.2, -0.5, 0.1], [0.2, -0.1, 0.2], [-0.2, -0.3, 0.0], [-0.2, -0.3, -0.1], [0.1, -0.1, -0.4], [0.2, 0.2, -0.1], [0.2, 0.1, 0.0]], "lowdin_charge": [0.708, -0.688, -0.119, -0.011, -0.227, -0.206, -0.096, -0.376, 0.017, -0.008, -0.019, -0.113, 0.101, 0.121, 0.105, 0.122, 0.115, 0.098, 0.791, -0.885, 0.545, -0.269, -0.062, -0.097, -0.114, -0.098, -0.062, -0.384, -0.390, -0.002, 0.108, 0.095, 0.094, 0.096, 0.111]}


4.
{"formula": "C36H88N8O4", "method": "ωB97M-V with the def2-TZVPD basis set", "homo_lumo_gap_ev": 7.9, "lumo_ev": 0.2054, "smiles": "CCN(CC)CC.CCN(CC)CC.CCN(CC)CC.CCN(CC)CC.CNC(C)=O.CNC(C)=O.CNC(C)=O.CNC(C)=O", "relative_energy_kcal_mol": 0.0, "energy_ha": -2163.431761, "total_charge": 0, "species": ["C", "C", "N", "C", "C", "C", "C", "H", "H", "H", "H", "H", "H", "H", "H", "H", "H", "H", "H", "H", "H", "H", "C", "C", "N", "C", "C", "C", "C", "H", "H", "H", "H", "H", "H", "H", "H", "H", "H", "H", "H", "H", "H", "H", "C", "C", "N", "C", "C", "C", "C", "H", "H", "H", "H", "H", "H", "H", "H", "H", "H", "H", "H", "H", "H", "H", "C", "C", "N", "C", "C", "C", "C", "H", "H", "H", "H", "H", "H", "H", "H", "H", "H", "H", "H", "H", "H", "H", "C", "C", "O", "N", "C", "H", "H", "H", "H", "H", "H", "H", "C", "C", "O", "N", "C", "H", "H", "H", "H", "H", "H", "H", "C", "C", "O", "N", "C", "H", "H", "H", "H", "H", "H", "H", "C", "C", "O", "N", "C", "H", "H", "H", "H", "H", "H", "H"], "coordinates": [[-5.84390, 1.21739, -3.50255], [-5.13469, 0.14190, -2.67840], [-4.11587, 0.68800, -1.81007], [-3.89960, -0.06835, -0.58110], [-3.20878, 0.74489, 0.49034], [-2.91930, 1.11009, -2.47994], [-2.15909, 0.03672, -3.23385], [-5.22151, 1.58058, -4.32690], [-6.04716, 2.11499, -2.91377], [-6.77260, 0.82101, -3.91436], [-5.88935, -0.35858, -2.07130], [-4.75473, -0.59383, -3.40473], [-4.89643, -0.32119, -0.21663], [-3.37950, -1.02364, -0.77819], [-3.74889, 1.64524, 0.78995], [-3.19871, 0.15820, 1.43024], [-2.14375, 0.97205, 0.45221], [-2.27346, 1.58554, -1.73816], [-3.17768, 1.92916, -3.15853], [-1.91276, -0.79961, -2.57631], [-1.26502, 0.47949, -3.67562], [-2.72883, -0.36152, -4.07642], [1.86082, -1.03674, -0.76481], [0.35363, -0.82502, -0.56912], [-0.11806, -0.92151, 0.80667], [-0.28619, -2.30173, 1.26746], [-1.48733, -2.41345, 2.18923], [0.57363, -0.14347, 1.81454], [0.66877, 1.32881, 1.49148], [2.08723, -0.99777, -1.83311], [2.14684, -2.01783, -0.39146], [2.36268, -0.20305, -0.27566], [0.03353, 0.16667, -0.90777], [-0.21106, -1.54133, -1.16382], [-0.29144, -2.97386, 0.40248], [0.57955, -2.76275, 1.79002], [-2.28698, -1.71484, 1.96972], [-1.93985, -3.40860, 2.15591], [-1.15855, -2.33622, 3.22475], [1.59397, -0.55757, 1.96643], [0.08397, -0.33468, 2.77020], [-0.31834, 1.79021, 1.52488], [1.19544, 1.48523, 0.55488], [1.26208, 1.89045, 2.22087], [0.88622, 5.16838, 1.36767], [1.38346, 6.46434, 0.72994], [2.79493, 6.51781, 0.34037], [3.06436, 7.68576, -0.50239], [3.12928, 9.03253, 0.22534], [3.64201, 6.46766, 1.54769], [5.11978, 6.33675, 1.18866], [-0.17991, 5.04425, 1.15100], [0.96803, 5.20945, 2.45512], [1.33201, 4.24177, 1.00551], [0.79666, 6.66638, -0.17182], [1.13315, 7.29346, 1.41666], [4.02121, 7.52444, -1.00743], [2.28247, 7.70365, -1.26351], [4.02466, 9.09406, 0.84725], [3.16881, 9.85299, -0.48997], [2.27801, 9.17718, 0.89351], [3.31147, 5.55240, 2.04179], [3.40324, 7.32436, 2.19251], [5.70390, 6.19340, 2.09341], [5.47916, 7.20133, 0.63159], [5.20067, 5.49471, 0.49849], [5.57332, -2.95663, -1.53940], [6.32759, -2.23621, -2.66862], [5.53159, -1.41303, -3.56111], [5.09748, -0.19032, -2.92866], [6.21918, 0.82494, -2.71979], [4.44656, -2.12364, -4.20936], [4.91979, -3.03586, -5.32435], [4.84543, -3.67408, -1.93640], [4.94460, -2.29023, -0.94031], [6.23786, -3.52404, -0.89009], [7.08134, -1.57807, -2.23515], [6.87388, -2.98097, -3.25026], [4.57236, -0.35978, -1.97244], [4.39459, 0.36037, -3.56379], [5.86745, 1.75064, -2.26190], [6.79830, 0.97299, -3.62575], [6.89217, 0.46387, -1.92563], [3.79292, -2.70121, -3.53068], [3.73701, -1.40786, -4.63740], [5.68983, -3.72774, -4.97805], [4.09560, -3.63929, -5.71390], [5.32215, -2.47515, -6.16831], [-7.54114, -4.68252, 0.39680], [-6.65548, -3.50919, 0.64064], [-6.55190, -2.59640, -0.16957], [-5.93087, -3.54539, 1.79667], [-4.97501, -2.49648, 2.12243], [-7.23715, -5.27001, -0.46667], [-8.53284, -4.27700, 0.18128], [-7.64311, -5.36411, 1.24319], [-6.13231, -4.24211, 2.48902], [-5.49668, -1.57231, 2.39693], [-4.46259, -2.23792, 1.19373], [-4.28154, -2.78179, 2.90175], [2.69758, 5.16324, -3.36623], [2.26503, 3.74316, -3.36317], [1.58976, 3.31182, -4.28574], [2.64172, 2.96363, -2.31520], [3.65399, 3.35976, -1.33586], [3.78972, 5.27645, -3.46048], [2.66244, 5.60796, -2.35453], [2.19962, 5.71519, -4.14617], [2.27675, 2.02888, -2.28082], [4.59624, 3.74211, -1.72279], [3.86747, 2.50061, -0.70330], [3.16628, 4.12751, -0.72748], [-1.54575, -5.72966, 0.24356], [-1.93321, -5.94838, 1.68163], [-1.10519, -5.79123, 2.57177], [-3.18679, -6.39266, 1.95462], [-4.18690, -6.78770, 1.00068], [-2.19415, -5.01809, -0.27062], [-1.44903, -6.67318, -0.29563], [-0.54880, -5.29515, 0.22241], [-3.35273, -6.63439, 2.91784], [-5.09299, -6.19287, 1.10631], [-4.39235, -7.85640, 1.08715], [-3.82694, -6.64029, -0.01476], [-2.25331, -2.04284, 7.69617], [-3.35848, -3.01828, 7.51063], [-4.27193, -3.08477, 8.30176], [-3.27086, -3.86262, 6.44942], [-2.27875, -3.84556, 5.37649], [-1.60503, -1.88665, 6.83391], [-1.58797, -2.37038, 8.49724], [-2.67795, -1.08028, 7.97271], [-4.05810, -4.46955, 6.29839], [-1.27946, -3.76477, 5.80295], [-2.42972, -2.99173, 4.71643], [-2.29683, -4.76292, 4.79474]], "forces_ev_per_a": [[0.3, 0.4, -0.1], [-0.4, 0.2, -0.4], [-0.4, -0.1, 0.5], [-0.1, 0.3, -0.6], [0.2, -0.4, 2.0], [0.2, 0.7, -0.1], [0.1, -0.1, -0.3], [-0.1, -0.2, -0.1], [-0.2, -0.2, 0.2], [0.0, 0.1, -0.1], [0.1, -0.1, 0.1], [0.1, -0.2, 0.3], [0.1, -0.2, 0.1], [0.1, 0.0, 0.2], [-0.1, 0.1, -0.5], [-0.3, -0.1, -0.3], [0.0, 0.0, -0.9], [0.1, -0.1, 0.0], [0.0, -0.1, -0.1], [0.2, 0.1, -0.1], [0.2, -0.2, 0.2], [-0.1, 0.0, 0.1], [-0.9, 0.4, -0.4], [0.0, 0.5, 0.3], [-0.2, -1.0, 0.1], [0.4, -0.3, -0.2], [-0.1, -1.0, 0.3], [0.9, -0.4, 0.0], [0.1, 0.4, 0.6], [0.1, 0.0, 0.0], [0.3, 0.1, 0.2], [0.5, -0.3, 0.1], [0.3, 0.0, -0.3], [-0.1, 0.0, 0.0], [-0.8, 0.3, -0.2], [0.1, 0.7, 0.2], [0.2, 0.3, -0.1], [0.1, 0.0, -0.1], [-0.1, 0.4, 0.0], [0.0, 0.2, -0.1], [-0.2, 0.3, 0.0], [0.0, 0.1, -0.5], [-0.3, 0.1, -0.3], [0.0, -0.3, 0.2], [-0.4, -0.1, 0.2], [-0.2, 0.3, -0.4], [-0.1, -0.1, 0.4], [0.1, 0.0, 0.2], [0.0, -0.1, 0.1], [-0.4, -0.4, -0.8], [-0.7, 0.1, -0.2], [0.0, 0.2, 0.1], [0.1, -0.2, 0.0], [0.4, 0.2, -0.1], [0.1, -0.1, 0.0], [0.0, -0.1, 0.0], [-0.1, 0.0, -0.1], [0.1, 0.1, -0.1], [0.0, 0.0, -0.1], [-0.1, 0.0, 0.0], [-0.1, 0.1, -0.2], [0.2, 0.1, 0.4], [0.3, -0.1, 0.2], [0.2, -0.1, -0.1], [0.1, 0.1, 0.2], [0.2, -0.2, 0.2], [-0.8, -0.1, -0.3], [0.2, -0.2, 0.4], [-0.4, 0.1, -0.2], [-0.3, 1.3, 0.1], [0.6, -0.7, 1.4], [-0.8, -0.1, -0.4], [0.1, -0.3, -0.2], [0.3, -0.1, -0.1], [0.4, 0.1, 0.1], [0.1, 0.2, 0.0], [0.1, -0.1, 0.0], [0.0, 0.0, -0.1], [0.1, 0.0, 0.0], [-0.2, -0.6, -0.2], [-0.3, 0.1, -0.6], [-0.1, 0.2, -0.1], [0.2, -0.1, -0.4], [0.3, 0.0, 0.2], [0.3, 0.2, 0.0], [0.0, 0.0, 0.0], [0.0, 0.0, 0.1], [0.1, 0.1, 0.1], [-1.0, -0.3, 0.1], [0.8, 0.4, -0.1], [0.0, -0.4, 0.4], [0.2, 0.1, 0.1], [-0.7, 0.6, -0.8], [0.2, 0.2, -0.1], [0.0, -0.2, -0.1], [0.1, 0.1, 0.1], [-0.1, -0.1, 0.0], [0.1, -0.1, 0.2], [0.3, -0.1, 0.2], [0.0, -0.3, 0.0], [1.5, 0.7, 1.4], [-0.3, -0.5, -0.7], [-0.2, -0.2, 0.3], [0.8, 0.2, 0.0], [-1.3, 0.1, 0.6], [-0.1, -0.4, -0.7], [-0.9, 0.0, -0.4], [-0.2, 0.2, 0.0], [0.0, -0.1, -0.3], [-0.1, -0.1, -0.4], [0.0, 0.0, 0.0], [0.6, 0.1, 0.3], [0.4, 0.4, -0.3], [0.8, -0.4, 0.3], [-0.5, 0.1, 0.0], [0.1, 0.2, 0.0], [0.0, -0.2, -0.5], [-0.2, -0.3, -0.1], [-0.4, 0.0, -0.1], [0.0, 0.0, 0.3], [0.1, 0.1, 0.1], [-0.1, -0.1, 0.1], [-0.2, 0.1, 0.1], [0.1, 0.1, 0.0], [0.9, 0.7, -0.1], [0.1, -0.5, -0.3], [-0.6, 0.0, 0.3], [0.1, -0.4, -0.8], [0.1, 0.4, 0.5], [-0.2, 0.0, -0.1], [-0.2, 0.0, 0.1], [0.0, -0.1, 0.1], [-0.2, 0.0, 0.3], [0.0, -0.1, -0.1], [0.0, -0.1, -0.1], [-0.2, 0.0, 0.0]], "lowdin_charge": [-0.092, -0.259, -0.198, -0.249, -0.090, -0.259, -0.081, 0.062, 0.074, 0.068, 0.107, 0.106, 0.098, 0.114, 0.081, 0.056, 0.037, 0.103, 0.113, 0.052, 0.076, 0.064, -0.074, -0.253, -0.187, -0.244, -0.077, -0.262, -0.086, 0.067, 0.076, 0.054, 0.102, 0.101, 0.095, 0.124, 0.046, 0.049, 0.058, 0.117, 0.113, 0.071, 0.050, 0.077, -0.089, -0.263, -0.204, -0.267, -0.084, -0.254, -0.072, 0.076, 0.071, 0.052, 0.113, 0.110, 0.105, 0.103, 0.064, 0.074, 0.069, 0.106, 0.113, 0.074, 0.061, 0.068, -0.079, -0.238, -0.181, -0.278, -0.079, -0.279, -0.087, 0.062, 0.057, 0.071, 0.099, 0.106, 0.096, 0.112, 0.047, 0.081, 0.065, 0.103, 0.114, 0.063, 0.073, 0.074, -0.016, -0.558, 0.042, 0.010, -0.064, 0.087, 0.090, 0.073, 0.121, 0.097, 0.063, 0.065, -0.002, -0.563, 0.029, 0.026, -0.091, 0.093, 0.060, 0.087, 0.120, 0.076, 0.080, 0.055, -0.013, -0.559, 0.019, 0.017, -0.073, 0.088, 0.092, 0.074, 0.137, 0.057, 0.090, 0.079, -0.006, -0.578, 0.042, 0.016, -0.080, 0.063, 0.095, 0.090, 0.130, 0.088, 0.056, 0.070]}